The following is a DFT calculation (the ωB97M-V functional and the def2-TZVPD basis) of a 2-piece molecular cluster, C4H12 overall in a non-equilibrium geometry.

Positions of all 16 atoms, in Å:
C -0.211076 1.502808 -0.023376
C -0.873592 2.519939 0.898277
H -0.891617 1.341874 -0.859408
H 0.674145 1.912490 -0.518897
H 0.101147 0.598890 0.494615
H -1.852106 2.163994 1.216596
H -0.246192 2.880219 1.711476
H -1.091731 3.431047 0.329912
C 0.233913 -1.894742 -1.086470
C 0.834747 -2.219824 0.295222
H -0.542275 -2.558192 -1.449610
H -0.138550 -0.878849 -1.136803
H 1.035849 -2.017762 -1.814972
H 0.051334 -2.631483 0.914444
H 1.170198 -1.336419 0.830576
H 1.745800 -2.813991 0.198423

Cartesian forces, eV/Å:
C 0.22 0.77 -0.26
C -0.05 0.67 -0.65
H -0.09 -0.64 0.14
H 0.13 0.07 0.30
H -0.31 -0.12 -0.15
H 0.17 -0.08 0.48
H -0.10 -0.44 0.30
H 0.00 -0.08 -0.10
C 1.03 0.00 -0.17
C -0.33 0.42 -0.41
H -0.25 -0.27 0.42
H -0.07 0.07 -0.09
H -0.03 0.37 -0.23
H 0.19 -0.64 0.38
H -0.03 0.39 -0.16
H -0.48 -0.49 0.20

Values from the calculation:
- E_HOMO: -11.640 eV
- Max |F|: 1.04 eV/A
- Charge: 0
- Calculated total energy: -4342.2185 eV
- ΔE to the lowest compared entry with this formula, charge and spin: 0.310 eV

Atom charges from the Mulliken analysis, given in e for atoms 1 to 6:
1 C -0.545
2 C -1.013
3 H 0.276
4 H 0.285
5 H 0.064
6 H 0.300